The following is a quantum chemistry calculation of C4H9N3S in the gas phase, from the Open Molecules 2025 dataset.

Computed properties:
E_HOMO   -8.77 eV
Electronic energy   -19599.2184 eV
HOMO-LUMO gap   9.6 eV
SMILES   C[C@H]1CNC(NS)=N1
Energy relative to the best compared isomer or geometry (same formula, charge and spin)   40.3 kJ/mol

Geometry as ORCA input:
```
! RIJCOSX wB97M-V def2-TZVPD def2/J DEFGRID3
* xyz 0 1
C -0.61633 1.90287 -0.77466
C 0.04591 1.14270 0.36938
C -0.96924 0.33183 1.21750
N -0.76767 -1.03798 0.71787
C 0.46903 -1.00146 0.07022
N 1.01981 -2.22125 -0.27458
S 2.50953 -2.29310 -1.08606
N 0.98570 0.14483 -0.17897
H -1.26160 2.69974 -0.37286
H 0.12601 2.35665 -1.40341
H -1.19185 1.22944 -1.40638
H 0.63388 1.84691 1.00481
H -2.00104 0.64223 1.08563
H -0.75049 0.41729 2.27347
H -0.86565 -1.75330 1.43874
H 0.36555 -2.90506 -0.55043
H 2.26847 -1.50233 -2.13028
*
```

natural (NBO) atomic charge list, values in e, 6 entries: atom 1 (C): -0.61, atom 2 (C): -0.07, atom 3 (C): -0.23, atom 4 (N): -0.64, atom 5 (C): 0.55, atom 6 (N): -0.76

The following is a quantum chemistry calculation of a 7-piece molecular cluster, C41H47FN8O3S overall, from the Open Molecules 2025 dataset.

Computed properties:
E_HOMO   -8.47 eV
Electronic energy   -74892.6698 eV
HOMO-LUMO gap   9.2 eV
SMILES   Cc1ccc(C(C)C)c(OCN(N)S(=O)(=O)F)c1.c1ccncc1.c1ccncc1.c1ccncc1.c1ccncc1.c1ccncc1.c1ccncc1

Geometry as ORCA input:
```
! RIJCOSX wB97M-V def2-TZVPD def2/J DEFGRID3
* xyz 0 1
C 2.97927 -1.65931 4.39062
C 2.91930 -1.01356 3.02572
C 1.78341 -0.37268 2.60450
C 1.67381 0.18911 1.35334
C 2.73220 0.12590 0.47958
C 2.71992 0.66468 -0.94357
C 1.62320 1.71637 -1.21029
C 2.48056 -0.56390 -1.87817
C 3.88985 -0.48816 0.92995
O 4.99412 -0.55090 0.07589
C 5.77161 0.59978 0.19997
N 6.81275 0.65287 -0.86583
N 6.39005 -0.03022 -2.06873
S 7.17007 2.20725 -1.27044
O 8.28815 2.25535 -2.13188
O 7.27029 2.97160 -0.08468
F 5.92396 2.74101 -2.07129
C 3.99647 -1.04954 2.16103
H 3.59529 -1.02233 5.04102
H 3.45632 -2.64170 4.37444
H 1.97845 -1.68756 4.83975
H 0.95555 -0.32449 3.30685
H 0.75625 0.66431 1.02546
H 3.67815 1.13258 -1.17704
H 1.87479 2.70924 -0.82776
H 0.66013 1.33345 -0.87108
H 1.54449 1.82033 -2.29905
H 2.17598 -0.24824 -2.87482
H 1.68061 -1.13790 -1.40214
H 3.38208 -1.18196 -1.86613
H 6.28109 0.57414 1.17256
H 5.18861 1.53205 0.19947
H 6.74552 0.45582 -2.88913
H 6.86148 -0.93025 -2.10083
H 4.91289 -1.55151 2.46136
C -3.42881 -0.38276 -3.33269
C -2.66759 -1.51345 -3.58572
C -1.30162 -1.44971 -3.34155
N -0.68195 -0.36149 -2.88251
C -1.43441 0.71102 -2.64776
C -2.80401 0.75620 -2.85275
H -4.49727 -0.38904 -3.50844
H -3.12222 -2.42036 -3.96244
H -0.66306 -2.30899 -3.52076
H -0.89655 1.57736 -2.28036
H -3.36584 1.65577 -2.64400
C -2.09198 1.95897 7.07224
C -2.03456 0.76881 6.36595
C -0.94768 0.55108 5.53256
N 0.04710 1.42386 5.36874
C -0.02666 2.56330 6.05772
C -1.06720 2.87822 6.91836
H -2.92338 2.16721 7.73420
H -2.81378 0.02399 6.45809
H -0.85706 -0.36798 4.96286
H 0.79532 3.25399 5.90552
H -1.07309 3.81852 7.45252
C -1.91543 -4.69870 6.61041
C -1.70027 -4.76443 5.24516
C -0.84064 -3.84078 4.67105
N -0.20875 -2.88605 5.35444
C -0.43061 -2.83947 6.67114
C -1.26730 -3.71765 7.34213
H -2.57815 -5.40239 7.09842
H -2.18648 -5.51457 4.63667
H -0.64039 -3.85745 3.60490
H 0.09468 -2.05339 7.20391
H -1.40658 -3.63371 8.41136
C -4.77618 2.47979 -8.23076
C -3.87063 1.56528 -7.72035
C -3.85750 1.34258 -6.35179
N -4.67006 1.96318 -5.49172
C -5.53184 2.84091 -6.00593
C -5.62738 3.13380 -7.35749
H -4.81720 2.68026 -9.29416
H -3.18673 1.03430 -8.36852
H -3.16651 0.63224 -5.91014
H -6.17807 3.33237 -5.28635
H -6.34984 3.85528 -7.71401
C 3.06912 4.43601 1.78634
C 2.12535 3.80422 2.57997
C 1.12971 4.57832 3.15602
N 1.02942 5.89847 2.99489
C 1.94838 6.48718 2.23021
C 2.98206 5.80666 1.60458
H 3.86276 3.86758 1.31600
H 2.15982 2.73491 2.74702
H 0.36769 4.12635 3.77913
H 1.84310 7.56118 2.11888
H 3.69909 6.33704 0.99258
C -5.29677 -6.57406 -5.69584
C -5.70684 -6.18963 -4.43001
C -5.48613 -4.87831 -4.03830
N -4.89757 -3.96347 -4.80889
C -4.50881 -4.35393 -6.02280
C -4.68476 -5.63845 -6.51329
H -5.45174 -7.58876 -6.04044
H -6.18755 -6.88955 -3.76038
H -5.79345 -4.53239 -3.05727
H -4.03107 -3.58941 -6.62667
H -4.35029 -5.89757 -7.50847
*
```

Löwdin atomic charge list, values in e, 6 entries: atom 1 (C): -0.04, atom 2 (C): -0.26, atom 3 (C): -0.05, atom 4 (C): -0.02, atom 5 (C): -0.14, atom 6 (C): -0.33

The following is a quantum chemistry calculation of a 9-piece molecular cluster, C36H55F9O18 overall, from the Open Molecules 2025 dataset.

Computed properties:
E_HOMO (spin up / spin down)   -0.37 / -4.93 eV
Electronic energy   -99532.2761 eV
HOMO-LUMO gap (spin up / spin down)   2.1 / 6.7 eV
<S²>   0.753

Geometry as ORCA input:
```
! RIJCOSX wB97M-V def2-TZVPD def2/J DEFGRID3
* xyz -1 2
C -0.03416 1.94710 2.70362
O -0.47318 2.05279 4.06766
C -0.46271 3.44258 4.45133
C -1.57245 3.69046 5.48507
O -2.53296 4.56204 5.00866
C -3.40402 3.91199 4.08553
H 0.35369 0.92876 2.67814
H 0.69926 2.71398 2.45443
H -0.89993 2.01978 2.04540
H -0.55822 4.16726 3.64274
H 0.56275 3.51070 4.81450
H -1.02556 4.15587 6.30507
H -2.08771 2.78407 5.80295
H -3.78155 2.97519 4.49540
H -2.87626 3.73677 3.14805
H -4.18320 4.62492 3.81590
O -3.78679 -7.07358 -0.45331
C -3.00435 -6.62844 0.41577
O -2.11901 -7.38413 0.98753
C -1.43291 -6.75607 2.09496
C -2.42800 -5.65457 2.44013
C -3.03704 -5.26823 1.09110
H -0.39203 -6.49184 1.90833
H -1.48698 -7.43345 2.94721
H -1.86782 -4.82762 2.87653
H -3.22309 -6.03863 3.07921
H -2.48276 -4.58365 0.44904
H -4.02781 -4.85460 1.27919
O 4.51977 3.65319 -4.04879
C 3.30153 3.59482 -4.40117
O 2.73726 2.34168 -4.68290
C 1.39650 2.41175 -4.32456
C 1.07144 3.83302 -4.04512
C 2.28337 4.69134 -4.27524
H 1.15533 1.77805 -3.47112
H 0.79957 2.01178 -5.14419
H 0.82292 4.00090 -2.99720
H 0.13253 4.23809 -4.42257
H 2.46134 5.35531 -3.42933
H 2.09986 5.26428 -5.18418
O -3.74336 2.89037 0.38297
C -4.50241 1.94180 0.40842
O -4.07201 0.61986 0.21604
C -5.17302 -0.22302 0.20798
C -6.32217 0.54421 0.83007
C -6.00800 1.97811 0.54659
H -4.96336 -1.17778 0.69023
H -5.53123 -0.56024 -0.76468
H -6.33871 0.36213 1.90463
H -7.26984 0.22724 0.39469
H -6.26077 2.56711 1.42823
H -6.50249 2.33498 -0.35687
O -0.28887 -3.38840 -0.37574
C -0.06281 -2.21737 -0.56143
O -0.95900 -1.43362 -1.15159
C -0.62883 -0.13153 -1.20663
C 0.83480 -0.05909 -0.83665
C 1.04868 -1.35877 -0.02761
H -1.36872 0.30374 -0.53491
H -0.73553 0.19385 -2.24145
H 1.00894 0.86014 -0.27738
H 1.42533 -0.13376 -1.74978
H 0.94938 -1.18362 1.04364
H 2.05278 -1.73967 -0.21417
O -2.80980 3.85553 -6.58170
C -3.09855 3.28005 -5.53475
O -2.31487 2.27373 -5.10249
C -2.85797 1.72194 -3.87086
C -4.06571 2.61895 -3.58426
C -4.29985 3.52568 -4.69884
H -2.09748 1.83018 -3.09752
H -3.12122 0.67507 -4.02201
H -3.89807 3.12676 -2.63446
H -4.96160 2.00131 -3.52101
H -4.34615 4.57634 -4.41233
H -5.11702 3.20958 -5.34723
C 6.44522 0.55760 -1.04342
C 6.26096 1.83787 -0.12005
O 5.59540 1.46951 1.08653
C 4.22084 1.55761 1.28047
O 3.43302 2.11354 0.51586
C 3.70328 0.84487 2.62098
F 4.68215 0.31001 3.39739
F 3.08247 1.67468 3.33302
F 2.80245 -0.10435 2.20576
H 7.28528 -0.04899 -0.70512
H 6.45583 0.90114 -2.07781
H 5.49832 0.01968 -1.08946
H 5.75748 2.70645 -0.54452
H 7.18385 2.37357 0.10222
C 4.14020 -3.73428 5.94147
C 3.07559 -3.10384 6.88410
O 1.80596 -3.36652 6.33230
C 1.19761 -2.41901 5.50303
O 1.67726 -1.30689 5.28058
C -0.12451 -2.87030 4.73669
F 0.13142 -2.66747 3.40610
F -0.39691 -4.14760 5.04089
F -1.14875 -2.06325 4.98865
H 4.20558 -3.07467 5.07617
H 3.97173 -4.74277 5.56376
H 5.06843 -3.76405 6.51210
H 3.28426 -2.04161 7.01146
H 3.18577 -3.58568 7.85559
C 4.46628 -2.92745 -4.32254
C 3.36908 -1.84446 -3.95813
O 2.35029 -1.98504 -5.00840
C 1.09919 -1.49944 -4.95756
O 0.73921 -0.70134 -4.00183
C 0.22728 -1.76897 -6.21020
F 1.06382 -2.40401 -7.16281
F -0.69234 -2.66911 -5.87553
F -0.46358 -0.74918 -6.61396
H 5.16523 -2.89286 -3.48685
H 4.92812 -2.57078 -5.24318
H 3.87142 -3.83977 -4.36618
H 3.61465 -0.78254 -3.96921
H 2.96434 -2.00624 -2.95908
*
```

Löwdin atomic charge list, values in e, 6 entries: atom 1 (C): -0.09, atom 2 (O): -0.20, atom 3 (C): -0.19, atom 4 (C): -0.22, atom 5 (O): -0.19, atom 6 (C): -0.09

The following is a quantum chemistry calculation of C3H6N4S in the gas phase, from the Open Molecules 2025 dataset.

Computed properties:
E_HOMO   -9.09 eV
Electronic energy   -20002.5080 eV
HOMO-LUMO gap   8.2 eV
SMILES   [H]/N=C/N/C(=N/[H])C(N)=S
Energy relative to the best compared isomer or geometry (same formula, charge and spin)   176.4 kJ/mol

Geometry as ORCA input:
```
! RIJCOSX wB97M-V def2-TZVPD def2/J DEFGRID3
* xyz 0 1
H 2.46656 1.77962 -2.76199
N 2.31783 1.42307 -1.79008
C 1.15172 0.92817 -1.52986
N 0.76395 0.64246 -0.22317
C -0.40280 -0.17423 0.07031
N -1.11386 -0.62732 -0.90107
H -2.07848 -0.71839 -0.39755
C -0.54691 -0.27952 1.58248
N -1.31676 -1.39051 1.66291
S 0.29764 0.45430 2.86410
H 0.30021 0.93219 -2.32195
H 1.52429 0.50813 0.48147
H -1.56447 -1.86239 0.76761
H -1.79893 -1.61556 2.49678
*
```

natural (NBO) atomic charge list, values in e, 6 entries: atom 1 (H): 0.36, atom 2 (N): -0.68, atom 3 (C): 0.27, atom 4 (N): -0.62, atom 5 (C): 0.37, atom 6 (N): -0.65